Computed, not measured: C21H21ClN4O2PdS as an isolated structure, with ωB97M-V/def2-TZVPD.

**Expectation value of S²**: 2.01
**Frontier orbital gap (spin up / spin down)**: 7.67 / 7.16 eV
**HOMO (spin up / spin down)**: -7.303 / -8.198 eV
**Electronic energy**: -59009.42675 eV
**Energy above the lowest of the compared OMol25 structures with the same formula, charge and spin**: 49.0 kJ/mol
**Multiplicity**: 3

```
51
C21H21ClN4O2PdS ωB97M-V/def2-TZVPD
Pd -1.22724 -0.54189 0.41611
N 2.83376 -1.59196 -0.78901
C 3.65772 -0.51496 -1.03750
C 4.41320 -0.13706 -2.14319
C 5.14555 1.02705 -2.02363
C 5.13197 1.78852 -0.84382
C 4.38016 1.40833 0.24877
C 3.62774 0.23918 0.14333
N 2.78287 -0.35544 1.07032
C 2.33585 -1.42234 0.47630
C 1.45445 -2.41842 1.10227
C 1.86184 -3.65756 1.48191
S 0.57826 -4.48254 2.24422
C -0.42889 -3.14072 1.99039
N 0.13905 -2.13283 1.38629
H 2.51709 -2.28539 -1.44462
H 4.42777 -0.72198 -3.05336
H 5.74692 1.36142 -2.85859
H 5.72545 2.69191 -0.79755
H 4.36305 1.98921 1.16134
H 2.84640 -4.08053 1.37485
H -1.47290 -3.14877 2.26145
C -0.30502 1.55306 2.45387
N -0.29854 2.44702 1.33061
C 0.49196 2.01880 0.20918
C -1.56892 3.04382 0.99706
C -2.62432 2.26814 0.19745
C -3.68058 3.08077 -0.23180
C -4.74035 2.58303 -0.96227
C -4.75221 1.23272 -1.28631
C -3.71032 0.42505 -0.86607
C -2.62775 0.90544 -0.11826
H -0.67174 2.07129 3.34235
H 0.70405 1.18662 2.64422
H -0.96735 0.66785 2.32221
H 0.45809 2.77258 -0.57842
H 0.13939 1.06918 -0.26516
H 1.52161 1.85480 0.51431
H -1.35509 3.95539 0.42970
H -2.02847 3.37399 1.93366
H -3.65638 4.13729 0.01945
H -5.54221 3.23771 -1.27957
H -5.56658 0.81096 -1.86240
H -3.75410 -0.62460 -1.12556
Cl -1.78767 -5.29312 -0.75315
C -2.56993 -3.88619 -1.53636
C -2.14174 -2.62514 -0.81299
O -2.65529 -2.35244 0.29846
O -1.26334 -1.89862 -1.34990
H -3.64377 -4.02723 -1.46047
H -2.24350 -3.86140 -2.57014
```